(1)
Formula: C8H10GaO5S
Source: OMol25
Level of theory: wB97M-V/def2-TZVPD

Properties
* HOMO level: -22.23 eV
* gap between HOMO and LUMO: 9.30 eV
* lowest unoccupied orbital energy: -0.4750 hartree

```
! RIJCOSX wB97M-V def2-TZVPD def2/J DEFGRID3
* xyz 3 1
Ga -0.25 -0.65 -1.02
S 1.12 0.19 1.80
O -0.34 -3.35 -3.19
O 2.96 -1.66 -0.46
O 0.95 1.27 -3.47
O -1.04 -2.60 1.60
O -0.11 0.23 0.74
C 2.19 1.51 1.19
C 1.88 -1.30 -0.66
C 0.53 0.70 -2.57
C -2.33 -0.55 -1.77
C -2.11 0.48 -0.85
C -0.88 -2.19 0.54
C -0.30 -2.44 -2.50
C 0.19 1.12 3.02
H -1.93 1.51 -1.18
H 0.74 1.32 3.94
H -2.29 -0.38 -2.85
H -0.69 0.50 3.24
H 2.98 1.08 0.56
H 1.59 2.23 0.63
H -0.15 2.04 2.53
H -2.53 0.42 0.16
H 2.68 2.01 2.04
H -2.86 -1.47 -1.49
*
```



(2)
Formula: C8H10INO4
Source: OMol25
Level of theory: wB97M-V/def2-TZVPD

Properties
* SMILES: CC1(C)CC(=O)C(I)([N+](=O)[O-])C(=O)C1
* HOMO level: -10.06 eV
* gap between HOMO and LUMO: 9.07 eV
* lowest unoccupied orbital energy: -0.0364 hartree

```
! RIJCOSX wB97M-V def2-TZVPD def2/J DEFGRID3
* xyz 0 1
I -0.36 0.63 3.58
O -2.49 2.50 2.28
O -2.58 -0.21 0.98
O -2.05 2.53 0.16
O 0.99 2.48 0.69
N -1.96 2.13 1.30
C -1.39 -0.27 0.91
C -0.17 0.18 -1.73
C 0.56 -0.67 -0.69
C 1.38 -1.80 -1.34
C 0.66 1.31 0.77
C -0.46 -1.30 0.27
C 1.51 0.20 0.16
C -0.64 0.95 1.47
H -0.98 -0.38 -2.20
H 0.72 -2.57 -1.75
H 2.12 -1.56 -2.11
H 0.00 -1.82 1.16
H 1.91 -2.37 -0.57
H 0.59 0.62 -2.28
H -0.52 1.09 -1.21
H 2.30 0.73 -0.39
H -1.03 -2.00 -0.40
H 1.89 -0.38 0.92
*
```



(3)
Formula: C8H10MnO8P
Source: OMol25
Level of theory: wB97M-V/def2-TZVPD

Properties
* HOMO level (alpha / beta): -11.83 / -13.72 eV
* gap between HOMO and LUMO (alpha / beta): 7.87 / 6.21 eV
* lowest unoccupied orbital energy (alpha / beta): -0.1454 / -0.2760 hartree
* expectation value of S²: 8.823

```
! RIJCOSX wB97M-V def2-TZVPD def2/J DEFGRID3
* xyz 1 6
Mn -0.11 -1.17 -1.31
P 0.83 0.49 0.54
O 1.55 -0.66 1.65
O -1.04 -3.40 -2.96
O 1.16 1.72 1.64
O -2.28 -1.06 0.69
O -1.25 0.78 -3.29
O 1.75 -3.02 0.14
O 1.86 0.79 -6.37
O -0.01 1.60 -0.56
C -1.12 2.30 0.03
C -1.42 -1.09 -0.08
C 1.14 0.66 -5.48
C -0.68 -2.51 -2.29
C -0.81 0.04 -2.51
C 0.67 -1.40 2.47
C 0.25 1.68 2.78
C 1.05 -2.27 -0.41
H -1.81 1.61 0.54
H -0.65 1.07 2.59
H -1.62 2.79 -0.79
H -0.26 -1.67 1.97
H 1.12 -1.13 -2.34
H 0.46 -0.88 3.41
H -0.68 3.04 0.70
H 0.72 1.31 3.70
H -0.07 2.71 2.90
H 1.23 -2.31 2.66
*
```



(4)
Formula: C8H10N2
Source: OMol25
Level of theory: wB97M-V/def2-TZVPD

Properties
* SMILES: CC(=C=N)CC/C=C\C#N
* HOMO level: -8.16 eV
* gap between HOMO and LUMO: 8.69 eV
* lowest unoccupied orbital energy: 0.0194 hartree

```
! RIJCOSX wB97M-V def2-TZVPD def2/J DEFGRID3
* xyz 0 1
N 2.24 1.17 -0.11
N 2.45 -1.70 -0.57
C -0.61 -0.92 0.92
C 0.05 -0.95 -0.51
C 1.30 -1.36 -0.46
C -0.42 0.40 1.73
C -0.71 -0.66 -1.87
C -0.95 1.45 0.83
C -0.17 1.80 -0.17
C 1.10 1.32 -0.25
H -1.08 0.30 -1.73
H -1.39 -1.45 -2.01
H 3.13 -1.03 -0.09
H -0.24 -1.67 1.63
H 0.00 -0.63 -2.71
H -1.98 1.76 0.92
H -1.66 -1.00 0.83
H -0.98 0.35 2.59
H -0.61 2.39 -1.03
H 0.55 0.42 2.09
*
```



(5)
Formula: C8H10N2O2
Source: OMol25
Level of theory: wB97M-V/def2-TZVPD

Properties
* SMILES: [H]/N=C(\NO)c1ccccc1OC
* HOMO level: -9.03 eV
* gap between HOMO and LUMO: 9.63 eV
* lowest unoccupied orbital energy: 0.0220 hartree

```
! RIJCOSX wB97M-V def2-TZVPD def2/J DEFGRID3
* xyz 0 1
O -2.05 0.18 1.51
O -0.58 1.55 0.14
N -1.50 -2.44 -0.59
N -2.37 -0.50 0.27
C -0.72 2.33 -0.98
C 1.68 1.06 0.42
C 1.16 -1.79 -0.02
C 0.41 0.63 0.15
C 2.53 -1.36 0.07
C 0.13 -0.74 0.03
C -1.31 -1.28 -0.19
C 2.65 0.01 0.47
H 1.83 2.16 0.52
H 3.34 -2.06 0.07
H -1.80 1.05 1.25
H -0.01 3.26 -0.75
H -1.79 2.73 -1.08
H -2.42 -2.70 -0.30
H 3.65 0.40 0.64
H -0.62 1.58 -1.80
H 0.88 -2.84 -0.15
H -3.09 -1.23 0.32
*
```



(6)
Formula: C8H10N2O5
Source: OMol25
Level of theory: wB97M-V/def2-TZVPD

Properties
* HOMO level: -8.02 eV
* gap between HOMO and LUMO: 8.07 eV
* lowest unoccupied orbital energy: 0.0021 hartree

```
! RIJCOSX wB97M-V def2-TZVPD def2/J DEFGRID3
* xyz 0 1
O -0.01 -0.16 -0.29
O 0.58 -2.89 -0.13
O 3.19 2.51 0.23
O 2.70 -2.39 0.27
O -4.22 -0.95 -0.49
N -2.15 0.08 0.25
N -3.58 1.82 0.55
C 1.28 -0.65 -0.01
C 2.22 0.28 0.28
C -2.42 1.27 0.79
C 1.45 -2.06 0.06
C -1.81 -1.83 -0.40
C 2.00 1.71 0.09
C -3.04 -0.89 -0.28
C -1.04 -0.77 0.35
H 1.42 2.01 -0.85
H 3.06 -3.29 -0.01
H -4.22 1.29 -0.13
H 3.87 2.58 -0.47
H -1.40 -2.02 -1.47
H 1.27 2.02 0.83
H -0.72 -1.07 1.45
H 3.24 0.16 0.70
H -1.75 -2.82 0.13
H -3.83 2.77 0.92
*
```